Entry 1:
# C39H57BNO4P3SiTb

A molecular structure, C39H57BNO4P3SiTb in a non-equilibrium geometry (ωB97M-V/def2-TZVPD, OMol25).

CARTESIAN COORDINATES (ANGSTROEM)
1 Tb 1.458 -1.663 -0.370
2 C -2.034 -3.998 2.020
3 C -1.843 -2.497 2.180
4 C -2.866 -2.062 3.272
5 P -1.581 -1.494 0.593
6 C -2.777 -2.032 -0.725
7 C -1.968 -3.007 -1.578
8 C -4.120 -2.551 -0.329
9 C -2.193 0.240 0.886
10 C -3.570 0.492 1.075
11 C -3.966 1.675 1.615
12 C -3.086 2.766 1.811
13 C -1.791 2.645 1.215
14 C -1.358 1.340 0.791
15 Si 0.460 1.052 0.230
16 C 0.672 2.344 -1.245
17 C 1.881 3.062 -1.373
18 C 2.124 4.080 -2.301
19 C 1.185 4.302 -3.273
20 C 0.096 3.433 -3.390
21 C -0.184 2.456 -2.409
22 P -1.890 1.744 -2.663
23 C -1.922 0.954 -4.357
24 C -2.671 -0.437 -4.394
25 C -0.593 0.603 -5.016
26 C -3.203 3.082 -2.827
27 C -4.534 2.397 -3.193
28 C -2.858 4.263 -3.756
29 C 1.381 1.960 1.576
30 C 1.264 3.325 1.719
31 C 1.686 3.923 2.932
32 C 2.210 3.147 3.910
33 C 2.613 1.836 3.703
34 C 2.204 1.230 2.549
35 P 2.872 -0.428 2.021
36 C 2.988 -1.530 3.582
37 C 3.900 -2.745 3.436
38 C 1.567 -1.977 3.996
39 C 4.661 -0.087 1.692
40 C 4.919 0.823 0.404
41 C 5.448 0.488 2.901
42 H -3.095 -4.198 1.872
43 H -1.834 -4.535 2.928
44 H -1.535 -4.466 1.211
45 H -0.817 -2.261 2.572
46 H -3.869 -2.281 2.936
47 H -2.744 -1.020 3.487
48 H -2.646 -2.706 4.194
49 H -2.995 -1.124 -1.282
50 H -2.583 -3.513 -2.292
51 H -1.388 -3.804 -1.020
52 H -1.192 -2.480 -2.177
53 H -4.206 -3.630 -0.526
54 H -5.010 -2.180 -0.967
55 H -4.282 -2.400 0.810
56 H -4.333 -0.321 0.982
57 H -5.067 1.826 1.776
58 H -3.395 3.599 2.448
59 H -1.012 3.422 1.267
60 H 2.720 2.857 -0.715
61 H 3.111 4.603 -2.279
62 H 1.226 5.177 -3.944
63 H -0.490 3.492 -4.323
64 H -2.491 1.575 -5.129
65 H -2.135 -1.165 -3.820
66 H -2.798 -0.835 -5.431
67 H -3.707 -0.389 -4.033
68 H -0.046 -0.205 -4.467
69 H 0.088 1.495 -5.208
70 H -0.873 0.146 -5.924
71 H -3.207 3.517 -1.821
72 H -5.339 3.177 -3.082
73 H -4.829 1.633 -2.479
74 H -4.581 1.977 -4.204
75 H -2.723 4.016 -4.856
76 H -1.954 4.755 -3.387
77 H -3.650 5.020 -3.738
78 H 0.771 4.002 1.038
79 H 1.510 4.969 3.076
80 H 2.599 3.652 4.833
81 H 3.290 1.458 4.454
82 H 3.452 -0.845 4.332
83 H 3.453 -3.473 2.801
84 H 4.091 -3.185 4.414
85 H 4.884 -2.442 3.047
86 H 0.893 -1.087 4.186
87 H 1.619 -2.509 4.939
88 H 1.221 -2.590 3.191
89 H 5.096 -1.092 1.464
90 H 4.472 1.806 0.586
91 H 4.616 0.299 -0.511
92 H 6.009 0.924 0.422
93 H 5.253 1.561 3.013
94 H 6.499 0.350 2.677
95 H 5.286 -0.041 3.866
96 O 4.465 -0.949 -3.131
97 C 3.445 -1.300 -2.592
98 O 3.305 -1.320 -1.235
99 C 2.137 -1.738 -3.335
100 O 2.158 -1.881 -4.556
101 O 1.138 -2.095 -2.460
102 B 1.272 -6.168 1.707
103 C 1.224 -4.702 1.336
104 N 1.251 -3.643 0.847
105 H 1.828 -6.984 0.868
106 H 1.741 -6.265 2.816
107 H 0.119 -6.643 1.617

Forces on the atoms, in the same order (eV/Å):
-1.6 0.1 1.1
-1.0 0.3 -0.2
0.5 0.8 0.8
1.3 -1.2 0.1
-0.5 0.3 -0.2
0.8 0.1 -0.2
1.5 -0.1 -0.3
-2.4 -0.9 1.4
-0.8 -0.3 -0.3
0.0 -1.8 0.6
-1.6 1.7 0.0
1.5 -0.7 -1.0
-1.1 -1.1 1.2
0.6 0.8 0.5
-0.2 0.5 -1.5
-0.4 -0.4 -1.4
0.2 0.1 0.2
0.8 -0.5 0.5
-0.8 0.7 -1.0
0.8 -0.1 0.0
-0.5 1.6 -0.3
-0.2 -1.8 1.0
-0.8 -0.5 -1.7
-1.1 0.9 -0.4
1.6 1.0 1.2
1.1 0.2 -0.8
-0.8 1.3 0.7
-0.2 0.0 -0.8
1.5 -0.7 0.9
0.4 0.6 1.9
-1.0 -0.3 -1.4
1.9 1.2 2.0
-0.3 0.7 0.2
-0.5 -0.5 -1.5
-0.1 -0.6 0.3
-0.1 1.4 0.3
0.7 1.1 0.1
0.5 2.0 0.5
0.5 0.2 -0.5
0.2 -1.1 1.7
-0.3 -0.4 -0.1
-0.2 0.1 -0.3
0.6 -0.1 0.5
0.8 -0.4 -0.7
-0.8 -0.5 0.1
-0.4 0.1 0.1
-0.2 0.6 0.4
-0.4 1.0 -1.1
0.6 0.3 -0.3
-0.6 -0.4 -0.5
-0.8 0.8 -0.2
-0.4 -0.2 0.4
0.3 0.1 0.4
1.4 0.1 1.2
-0.3 -0.3 -2.0
0.8 0.8 0.0
1.2 -0.1 0.2
0.1 0.0 -0.6
-1.0 -0.3 -0.1
-0.3 -0.1 0.4
-1.1 -0.3 0.0
0.3 -0.7 0.1
0.1 0.0 0.8
0.7 -0.2 1.1
0.3 -0.4 0.4
0.5 0.5 0.6
0.2 0.1 0.3
-0.2 0.9 -0.2
-0.8 -1.3 0.3
0.1 -0.4 -1.4
-0.5 -0.3 0.0
0.6 -0.6 -0.4
0.3 -0.3 0.1
0.2 0.2 0.2
0.0 -0.1 1.3
-0.2 0.0 -0.2
-0.1 -0.1 0.1
0.1 -0.3 -0.5
0.0 0.5 0.2
-0.6 -0.5 -0.7
-0.1 -0.7 -0.1
-0.5 -0.5 -0.2
-0.2 -0.7 -0.6
-0.2 -0.1 0.1
-0.3 -0.3 0.0
0.6 -0.9 -0.5
-0.1 -0.4 0.0
-0.7 -0.5 -0.2
-0.5 0.7 0.0
-0.1 -0.1 -0.4
-0.1 0.5 0.3
-0.1 0.3 -0.4
0.0 -0.2 0.1
0.4 0.2 0.0
-0.1 0.4 -0.6
-0.8 -0.4 -0.1
0.6 0.7 1.8
1.2 0.1 -2.3
-0.9 -1.7 -0.5
-0.5 0.5 2.3
1.7 1.1 -2.5
-0.5 -2.8 -0.1
0.5 1.3 -2.0
-0.1 -1.1 1.1
0.0 1.5 0.7
0.0 -0.1 0.1
0.3 0.6 0.5

Computed properties:
LUMO level (alpha / beta): 2.30 / 2.30 eV
net charge: -1
multiplicity: 7
frontier orbital gap (alpha / beta): 7.00 / 7.03 eV
HOMO energy (alpha / beta): -4.70 / -4.72 eV

Here are the Mulliken charges for atoms 1 to 6, given in e:
1 Tb -0.193
2 C -1.571
3 C 2.002
4 C -1.692
5 P 0.648
6 C 1.824

=====

Entry 2:
# C54H128N8O10

10 unconnected molecules or ions with the total composition C54H128N8O10 in a non-equilibrium geometry (ωB97M-V/def2-TZVPD, OMol25).

CARTESIAN COORDINATES (ANGSTROEM)
1 C -4.975 -3.530 -1.950
2 C -4.157 -2.847 -3.071
3 C -5.034 -1.881 -3.892
4 C -3.103 -2.024 -2.321
5 C -1.974 -1.510 -3.217
6 C -1.400 -2.688 -4.018
7 C -2.382 -3.616 -4.735
8 C -2.768 -2.933 -6.051
9 C -1.653 -4.915 -5.000
10 N -3.506 -3.901 -3.845
11 O -4.476 -4.635 -4.592
12 H -5.425 -4.473 -2.259
13 H -4.355 -3.712 -1.074
14 H -5.782 -2.866 -1.633
15 H -5.175 -2.292 -4.896
16 H -6.042 -1.759 -3.500
17 H -4.580 -0.906 -4.076
18 H -3.592 -1.130 -1.924
19 H -2.634 -2.579 -1.509
20 H -2.225 -0.721 -3.921
21 H -1.154 -1.202 -2.565
22 H -0.698 -3.243 -3.380
23 H -0.704 -2.238 -4.740
24 H -3.082 -1.892 -5.982
25 H -3.618 -3.484 -6.468
26 H -1.959 -2.971 -6.783
27 H -1.395 -5.378 -4.047
28 H -0.713 -4.785 -5.548
29 H -2.220 -5.611 -5.622
30 H -4.699 -5.359 -3.999
31 C 4.664 0.563 0.833
32 C 5.538 -0.682 1.039
33 C 5.078 -1.808 0.123
34 C 6.984 -0.366 0.695
35 C 7.755 0.437 1.719
36 C 7.695 -0.302 3.054
37 C 6.294 -0.736 3.531
38 C 6.521 -1.892 4.509
39 C 5.658 0.404 4.341
40 N 5.458 -1.131 2.429
41 O 4.202 -1.637 2.765
42 H 4.380 0.739 -0.208
43 H 3.706 0.410 1.339
44 H 5.115 1.459 1.260
45 H 5.791 -2.631 0.173
46 H 4.107 -2.188 0.441
47 H 4.926 -1.453 -0.898
48 H 7.496 -1.318 0.502
49 H 6.987 0.119 -0.289
50 H 8.786 0.604 1.408
51 H 7.333 1.442 1.836
52 H 8.034 0.402 3.820
53 H 8.432 -1.107 3.013
54 H 5.693 -2.069 5.197
55 H 7.366 -1.628 5.155
56 H 6.837 -2.811 4.012
57 H 4.692 0.027 4.714
58 H 5.414 1.300 3.778
59 H 6.160 0.589 5.291
60 H 4.261 -2.599 2.795
61 C -1.449 0.532 -6.407
62 C -0.343 1.461 -6.930
63 C 0.975 1.143 -6.257
64 C -0.184 1.257 -8.448
65 C -1.168 2.004 -9.327
66 C -1.220 3.482 -8.944
67 C -1.473 3.744 -7.466
68 C -1.028 5.186 -7.234
69 C -2.976 3.644 -7.164
70 N -0.671 2.864 -6.644
71 O -0.863 3.084 -5.262
72 H -2.338 0.656 -7.033
73 H -1.171 -0.507 -6.611
74 H -1.687 0.695 -5.361
75 H 1.784 1.799 -6.577
76 H 0.909 1.198 -5.167
77 H 1.259 0.102 -6.453
78 H 0.858 1.366 -8.756
79 H -0.393 0.185 -8.567
80 H -0.977 1.871 -10.392
81 H -2.161 1.556 -9.193
82 H -2.034 3.916 -9.541
83 H -0.360 4.013 -9.363
84 H -1.448 5.895 -7.947
85 H 0.052 5.287 -7.126
86 H -1.421 5.554 -6.273
87 H -3.450 2.747 -7.559
88 H -3.463 4.536 -7.567
89 H -3.149 3.675 -6.087
90 H -0.072 3.566 -5.005
91 C -3.991 1.154 2.919
92 C -3.599 2.616 3.081
93 C -4.798 3.486 2.708
94 C -3.229 2.828 4.559
95 C -2.548 4.167 4.789
96 C -1.343 4.321 3.879
97 C -1.689 4.102 2.393
98 C -2.452 5.303 1.814
99 C -0.334 4.017 1.673
100 N -2.376 2.820 2.294
101 O -2.620 2.476 0.933
102 H -4.368 0.980 1.906
103 H -3.181 0.430 3.045
104 H -4.791 0.855 3.601
105 H -4.874 3.723 1.648
106 H -5.710 2.939 2.972
107 H -4.877 4.418 3.270
108 H -4.167 2.724 5.110
109 H -2.540 2.037 4.853
110 H -3.220 5.029 4.825
111 H -2.159 4.178 5.821
112 H -0.617 3.544 4.137
113 H -0.854 5.289 3.995
114 H -1.819 6.189 1.717
115 H -3.252 5.613 2.485
116 H -2.828 5.055 0.821
117 H 0.140 4.997 1.621
118 H -0.483 3.667 0.648
119 H 0.335 3.321 2.181
120 H -2.150 1.628 0.874
121 C -0.154 0.613 5.666
122 O -1.474 0.123 5.763
123 C -1.567 -1.212 6.169
124 C -2.979 -1.658 5.906
125 C -4.070 -0.864 6.601
126 N -3.124 -3.099 5.959
127 H 0.264 0.358 4.683
128 H 0.516 0.199 6.426
129 H -0.214 1.700 5.720
130 H -0.924 -1.903 5.604
131 H -1.252 -1.329 7.222
132 H -3.068 -1.441 4.831
133 H -4.208 -1.148 7.647
134 H -5.028 -0.908 6.079
135 H -3.832 0.207 6.593
136 H -3.089 -3.560 6.856
137 H -3.932 -3.386 5.429
138 C 1.691 -0.093 -2.194
139 O 1.151 -0.379 -0.928
140 C 0.773 0.758 -0.188
141 C 0.077 0.333 1.074
142 C 0.974 -0.573 1.884
143 N -1.264 -0.236 0.760
144 H 1.073 0.544 -2.834
145 H 1.890 -1.078 -2.613
146 H 2.665 0.397 -2.044
147 H 1.639 1.401 0.052
148 H 0.142 1.424 -0.800
149 H -0.101 1.285 1.581
150 H 1.859 0.000 2.173
151 H 1.341 -1.421 1.303
152 H 0.525 -0.974 2.796
153 H -1.115 -0.972 0.078
154 H -1.576 -0.614 1.648
155 C -3.782 -2.662 2.091
156 O -3.892 -4.000 1.683
157 C -3.351 -4.893 2.623
158 C -3.259 -6.267 2.028
159 C -4.607 -6.818 1.539
160 N -2.499 -7.171 2.898
161 H -2.751 -2.380 2.332
162 H -4.483 -2.438 2.906
163 H -4.105 -2.028 1.261
164 H -2.361 -4.558 2.960
165 H -3.984 -4.944 3.530
166 H -2.638 -6.224 1.125
167 H -5.456 -6.485 2.146
168 H -4.630 -7.907 1.534
169 H -4.791 -6.420 0.540
170 H -2.606 -8.122 2.574
171 H -2.766 -7.115 3.873
172 C 4.630 1.598 7.374
173 O 4.322 2.424 6.282
174 C 2.975 2.352 5.902
175 C 2.616 3.500 4.941
176 C 3.057 3.156 3.516
177 N 3.275 4.770 5.315
178 H 5.706 1.443 7.403
179 H 4.250 0.570 7.213
180 H 4.172 1.953 8.301
181 H 2.853 1.384 5.391
182 H 2.268 2.366 6.746
183 H 1.535 3.642 4.947
184 H 2.638 3.912 2.849
185 H 2.625 2.208 3.178
186 H 4.138 3.083 3.419
187 H 4.266 4.546 5.400
188 H 3.030 4.943 6.290
189 C 2.861 -2.937 -5.275
190 O 4.224 -2.807 -4.832
191 H 2.870 -3.380 -6.270
192 H 2.369 -3.603 -4.567
193 H 2.312 -1.992 -5.223
194 H 4.681 -2.420 -5.583
195 C 5.641 1.026 -4.160
196 O 6.144 1.393 -2.886
197 H 6.274 0.251 -4.607
198 H 4.679 0.497 -4.100
199 H 5.566 1.943 -4.733
200 H 6.551 0.644 -2.446

Forces on the atoms, in the same order (eV/Å):
-0.3 0.2 -0.1
-0.2 0.4 0.9
-0.1 -0.4 -1.3
0.5 1.0 -0.8
0.3 -1.4 -0.1
1.1 0.5 0.4
0.5 1.2 -0.1
-0.8 -0.5 -0.5
0.3 -0.7 -0.4
0.4 -0.4 0.4
-0.1 0.2 0.1
-0.1 0.1 0.0
0.1 -0.2 0.0
0.0 -0.1 0.0
-0.1 -0.1 0.1
0.1 0.1 0.3
0.0 0.0 0.4
-0.2 -0.3 0.4
-0.2 -0.2 0.0
-0.4 0.2 0.3
-0.1 0.6 -0.1
-0.5 -0.3 0.2
-0.2 -0.3 -0.3
0.1 0.0 0.4
0.1 0.1 -0.2
0.1 -0.1 0.1
-0.2 -0.1 0.0
-0.1 0.4 0.1
-0.2 0.0 0.3
0.1 -0.1 -0.1
-0.7 0.0 0.1
-0.3 0.6 0.3
-0.5 -0.1 0.2
0.5 -0.3 -0.9
-0.7 0.2 0.3
0.4 0.9 -0.2
0.2 0.5 0.6
0.5 -0.1 0.5
-1.2 -0.7 0.6
1.0 -1.4 -1.1
-0.5 0.5 0.6
0.4 0.1 -0.1
0.1 0.0 0.1
0.1 0.0 -0.1
0.0 0.0 -0.2
0.0 0.0 0.0
0.3 -0.1 -0.1
0.1 0.0 0.3
-0.1 0.2 0.2
0.0 -0.2 0.0
-0.1 -0.1 -0.1
0.2 -0.3 0.1
-0.3 -0.3 0.1
-0.2 -0.1 -0.3
-0.1 0.1 0.0
-0.3 0.0 -0.2
-0.1 0.1 -0.4
0.4 0.2 0.0
0.5 0.4 -0.4
0.3 0.0 -0.1
0.0 -0.3 -1.0
-0.8 0.7 0.1
0.4 -0.6 0.6
-0.1 -1.2 0.0
-0.3 0.2 0.5
-0.4 -0.5 -1.5
-0.4 0.3 -0.3
-0.4 0.7 1.6
-0.1 0.4 0.2
1.5 0.1 -0.5
-0.3 -0.1 -0.1
-0.1 0.3 0.3
0.2 0.0 0.5
0.0 0.0 0.0
-0.1 0.0 -0.1
-0.2 0.2 -0.1
0.0 0.1 -0.2
0.0 0.5 0.0
0.2 0.0 -0.2
0.3 0.1 0.0
0.0 0.1 0.2
-0.2 0.1 0.4
0.4 -0.2 0.6
0.2 -0.2 -0.4
0.1 -0.1 -0.5
0.0 -0.2 -0.1
0.1 0.0 -0.1
-0.2 -0.2 -0.2
0.1 -0.1 0.0
0.0 0.0 0.1
-0.5 -0.7 -0.7
0.4 -0.2 0.4
-0.8 0.0 0.1
-0.1 0.3 -0.6
0.4 0.2 1.5
-0.5 -0.2 -0.4
0.9 0.8 0.1
-0.1 0.1 0.2
-0.3 -0.4 -0.5
0.3 -0.3 0.2
0.1 0.3 0.2
0.0 0.1 0.1
0.3 0.4 0.2
0.0 0.2 0.1
0.2 -0.1 0.0
0.0 0.0 -0.1
0.3 0.0 0.0
0.1 0.0 0.3
-0.1 -0.1 0.1
-0.1 -0.1 -0.6
-0.1 -0.1 -0.1
0.0 0.0 0.1
0.0 0.0 0.0
0.2 -0.2 0.0
-0.2 -0.1 -0.2
-0.2 0.0 0.1
0.0 0.0 0.1
0.1 0.1 0.0
0.0 0.0 0.0
-0.2 -0.2 -0.5
-0.1 -0.1 -0.6
0.2 0.3 0.1
0.4 -0.7 0.6
-0.7 -0.1 -0.9
0.0 0.9 0.3
0.4 -0.3 -0.3
0.1 0.0 0.1
-0.1 0.1 0.2
0.1 0.0 0.2
0.1 0.3 -0.2
-0.2 0.2 0.0
-0.2 0.1 0.1
0.0 -0.2 0.0
0.0 -0.4 0.0
0.2 -0.1 0.0
-0.2 0.3 0.2
-0.1 -0.2 0.2
1.0 -0.3 0.6
-0.6 0.0 0.0
0.3 0.7 -0.6
-0.6 0.3 -0.3
0.6 0.0 0.3
0.9 0.7 0.3
-0.3 -0.2 0.1
-0.1 0.2 -0.5
-0.1 0.1 -0.3
0.2 -0.4 0.1
-0.3 -0.3 0.1
-0.1 -0.2 0.4
0.0 -0.1 0.2
-0.1 0.0 -0.1
-0.2 0.2 0.0
-0.3 -0.2 0.2
-0.3 -0.4 -0.3
-0.6 0.4 -0.4
0.2 0.0 -0.2
0.1 0.0 0.6
0.4 -1.1 -0.9
-0.4 0.6 0.2
0.0 0.4 0.3
0.0 -0.2 0.3
0.3 0.0 0.3
0.1 -0.2 -0.1
0.0 0.0 -0.1
0.0 0.1 -0.1
0.0 0.4 0.0
0.1 0.0 0.2
0.2 0.0 -0.2
-0.1 -0.2 -0.1
0.0 -0.1 0.2
-0.2 -0.1 0.0
-0.3 -1.1 -0.5
0.3 0.5 0.3
-0.7 -0.4 -0.4
1.2 -0.2 -0.4
-0.9 0.0 -0.1
-0.3 -0.5 0.6
0.1 0.6 0.4
-0.2 0.2 0.0
0.3 0.2 0.1
-0.4 0.0 0.0
0.4 0.1 0.3
-0.1 0.0 0.1
0.4 0.1 -0.1
0.1 -0.1 0.2
0.1 0.2 0.0
0.0 0.1 -0.2
-0.1 0.3 -0.1
0.5 -0.3 0.7
-0.5 0.3 -0.3
-0.4 0.1 -0.1
0.0 -0.2 -0.1
0.1 0.1 -0.3
0.3 0.0 0.2
0.0 -1.1 0.5
-0.1 0.3 0.2
0.3 0.5 -0.4
-0.2 0.5 0.2
0.0 -0.2 -0.3
-0.1 -0.1 -0.1

Computed properties:
LUMO level: 0.49 eV
SMILES: CC1(C)CCCC(C)(C)N1O.CC1(C)CCCC(C)(C)N1O.CC1(C)CCCC(C)(C)N1O.CC1(C)CCCC(C)(C)N1O.COC[C@H](C)N.COC[C@H](C)N.COC[C@H](C)N.COC[C@H](C)N.CO.CO
net charge: 0
frontier orbital gap: 8.41 eV
HOMO energy: -7.92 eV

Here are the Mulliken charges for atoms 1 to 6, given in e:
1 C -1.848
2 C 2.566
3 C -1.818
4 C -2.115
5 C 1.445
6 C -1.324

=====

Energy relative to the best compared isomer or geometry (same formula, charge and spin) per entry: 2.931 0.246 eV
Calculated total energy per entry: -109903.9564 -90462.2049 eV